A molecular structure, C62H114B2HgN6O22 in a non-equilibrium geometry. Source: the Open Molecules 2025 dataset; level of theory: the ωB97M-V functional and the def2-TZVPD basis.

Computed properties:
- charge = 0
- lowest unoccupied orbital energy (eV) = -1.911
- DFT total energy (eV) = -125653.0089
- energy above the lowest of the compared OMol25 structures with the same formula, charge and spin (kcal per mole) = 0.0
- HOMO level (eV) = -8.145
- frontier orbital gap (eV) = 6.23

Last column: Mulliken charge in e.
Atoms and positions in Å:
Hg (-1.23, 0.44, -0.78)  3.36
O (-5.81, -1.30, -0.31)  -0.62
C (-5.06, -2.29, -0.38)  -0.19
O (-5.37, -3.61, -0.28)  -0.40
B (-4.18, -4.38, -0.64)  1.39
O (-3.08, -3.39, -0.74)  -0.70
C (-3.53, -2.12, -0.60)  -0.04
O (-2.81, -1.11, -0.71)  0.06
O (-4.36, -5.28, -1.81)  -0.68
C (-4.19, -6.52, -1.44)  0.58
O (-4.27, -7.50, -2.22)  -0.67
C (-3.69, -6.51, 0.05)  0.67
O (-3.81, -5.28, 0.48)  -0.55
O (-3.41, -7.51, 0.73)  -0.69
O (6.72, 4.26, 0.70)  -0.66
C (5.48, 4.21, 0.75)  0.47
O (4.75, 3.19, 0.99)  -0.63
B (3.32, 3.48, 0.99)  0.84
O (3.27, 4.91, 0.60)  -0.99
C (4.50, 5.41, 0.43)  0.48
O (4.85, 6.55, 0.24)  -0.60
O (2.49, 2.72, 0.03)  -0.02
C (1.43, 2.17, 0.65)  -0.18
O (0.59, 1.38, 0.20)  1.05
C (1.56, 2.55, 2.08)  -0.01
O (2.60, 3.25, 2.33)  -0.36
O (0.66, 2.31, 2.93)  -0.83
C (-2.52, 4.79, 5.04)  -1.40
C (-2.88, 5.66, 3.77)  1.53
C (-3.06, 7.13, 4.37)  -1.35
C (-1.77, 7.94, 4.53)  -0.66
C (-1.09, 7.96, 3.11)  -1.38
C (-0.67, 6.54, 2.58)  1.59
N (-1.88, 5.65, 2.67)  -0.06
O (-1.65, 4.31, 2.12)  1.24
C (-0.11, 6.56, 1.09)  -1.76
C (0.59, 6.02, 3.44)  -1.21
C (-4.21, 5.31, 3.19)  -1.73
H (-2.48, 3.77, 4.65)  0.03
H (-3.28, 4.86, 5.82)  0.54
H (-1.58, 4.97, 5.55)  0.31
H (-3.83, 7.76, 3.94)  0.44
H (-3.45, 6.94, 5.37)  0.42
H (-1.12, 7.60, 5.33)  0.36
H (-2.16, 8.89, 4.87)  0.44
H (-0.24, 8.63, 3.01)  0.49
H (-1.75, 8.37, 2.34)  0.43
H (0.51, 7.42, 0.85)  0.58
H (0.55, 5.72, 0.87)  0.02
H (-0.91, 6.59, 0.35)  0.31
H (0.16, 5.99, 4.44)  0.38
H (0.92, 5.00, 3.23)  -0.05
H (1.43, 6.71, 3.37)  0.39
H (-4.66, 6.11, 2.59)  0.39
H (-4.84, 5.13, 4.06)  0.46
H (-4.15, 4.47, 2.50)  -0.07
H (-1.22, 3.82, 2.83)  -0.17
C (-0.41, -1.33, 3.91)  -1.47
C (-1.34, -1.55, 2.64)  1.11
C (-2.16, -2.81, 2.85)  -0.79
C (-3.38, -2.60, 3.76)  -0.95
C (-4.21, -1.44, 3.29)  -1.32
C (-3.44, -0.05, 2.97)  1.09
N (-2.22, -0.38, 2.23)  0.66
O (-1.47, 0.71, 1.81)  1.36
C (-4.30, 0.90, 2.16)  -1.34
C (-3.02, 0.52, 4.28)  -1.41
C (-0.32, -1.84, 1.43)  -0.65
H (0.24, -2.12, 4.30)  0.43
H (-0.92, -0.99, 4.81)  0.27
H (0.24, -0.48, 3.70)  0.16
H (-2.69, -3.08, 1.93)  -0.25
H (-1.44, -3.56, 3.17)  0.64
H (-3.11, -2.49, 4.81)  0.46
H (-3.93, -3.54, 3.69)  0.55
H (-4.90, -1.19, 4.10)  0.33
H (-4.73, -1.67, 2.36)  0.38
H (-3.86, 1.78, 1.70)  -0.35
H (-4.64, 0.18, 1.41)  0.09
H (-5.16, 1.12, 2.78)  0.60
H (-3.80, 1.01, 4.86)  0.50
H (-2.61, -0.25, 4.92)  0.35
H (-2.25, 1.28, 4.11)  -0.01
H (0.40, -1.06, 1.18)  -0.81
H (-0.78, -2.11, 0.48)  -0.80
H (0.30, -2.66, 1.80)  1.06
H (-1.17, 1.01, 2.67)  -0.53
C (-0.01, 3.04, -2.43)  -1.03
C (-1.44, 3.60, -2.40)  2.08
C (-1.93, 3.79, -3.87)  -1.08
C (-3.47, 4.15, -4.11)  -0.97
C (-4.11, 2.91, -3.38)  -1.23
C (-3.78, 2.78, -1.82)  1.22
N (-2.35, 2.64, -1.65)  0.64
O (-2.02, 2.48, -0.33)  2.26
C (-4.54, 3.97, -1.13)  -1.64
C (-4.53, 1.41, -1.48)  -1.62
C (-1.33, 4.90, -1.64)  -1.72
H (0.01, 1.99, -2.71)  -0.30
H (0.54, 3.43, -1.58)  -0.68
H (0.58, 3.41, -3.27)  0.74
H (-1.43, 4.72, -4.13)  0.48
H (-1.63, 3.00, -4.56)  0.09
H (-3.75, 4.39, -5.13)  0.48
H (-3.82, 5.07, -3.63)  0.38
H (-3.79, 2.07, -4.00)  0.16
H (-5.15, 3.07, -3.67)  0.54
H (-5.58, 4.02, -1.46)  0.47
H (-4.72, 3.76, -0.08)  0.24
H (-4.06, 4.95, -1.18)  0.23
H (-4.38, 1.11, -0.44)  -0.09
H (-5.59, 1.56, -1.68)  0.92
H (-4.09, 0.67, -2.14)  -0.28
H (-0.41, 5.43, -1.87)  0.49
H (-1.37, 4.74, -0.56)  -0.30
H (-2.17, 5.49, -2.00)  0.65
H (-2.22, 3.34, 0.04)  -1.03
C (0.46, -5.83, -4.27)  -1.93
C (0.44, -6.20, -2.80)  1.50
C (1.45, -7.39, -2.70)  -1.34
C (1.87, -7.74, -1.25)  -0.68
C (2.40, -6.45, -0.59)  -1.48
C (1.42, -5.25, -0.59)  2.01
N (0.73, -5.07, -1.89)  0.07
O (-0.28, -4.07, -1.94)  1.71
C (0.51, -5.53, 0.58)  -1.77
C (2.36, -4.02, -0.41)  -0.89
C (-1.01, -6.77, -2.71)  -2.10
H (1.45, -5.46, -4.53)  0.52
H (-0.32, -5.08, -4.42)  0.09
H (0.35, -6.63, -5.01)  0.43
H (0.89, -8.25, -3.07)  0.40
H (2.22, -7.29, -3.46)  0.52
H (2.70, -8.43, -1.42)  0.44
H (1.10, -8.15, -0.59)  0.41
H (3.40, -6.16, -0.89)  0.45
H (2.58, -6.73, 0.44)  0.47
H (-0.16, -4.69, 0.79)  -0.30
H (-0.13, -6.38, 0.32)  0.47
H (0.98, -5.72, 1.54)  0.57
H (1.91, -3.09, -0.76)  -0.70
H (2.59, -3.79, 0.63)  0.08
H (3.31, -4.05, -0.94)  0.40
H (-1.36, -7.07, -1.72)  0.42
H (-1.14, -7.70, -3.25)  0.50
H (-1.69, -6.07, -3.19)  0.42
H (-0.98, -4.66, -1.64)  -0.54
C (7.41, -0.79, 0.31)  -1.85
C (6.19, -1.70, 0.22)  1.40
C (6.42, -3.07, 0.78)  -0.89
C (6.37, -3.17, 2.29)  -0.97
C (5.10, -2.51, 2.88)  -1.21
C (4.83, -1.11, 2.36)  2.14
N (5.03, -1.01, 0.86)  0.78
O (4.71, 0.16, 0.28)  0.23
C (3.33, -0.79, 2.51)  -2.18
C (5.67, -0.10, 3.10)  -1.96
C (5.96, -1.94, -1.32)  -1.98
H (7.37, -0.07, 1.13)  0.34
H (7.82, -0.23, -0.54)  0.39
H (8.27, -1.43, 0.50)  0.43
H (5.74, -3.84, 0.44)  -0.09
H (7.35, -3.27, 0.26)  0.61
H (7.24, -2.71, 2.76)  0.34
H (6.24, -4.21, 2.58)  0.46
H (5.35, -2.58, 3.94)  0.41
H (4.31, -3.22, 2.63)  0.36
H (2.89, -1.22, 3.41)  0.48
H (3.14, 0.27, 2.67)  0.40
H (2.80, -1.19, 1.65)  0.08
H (5.60, 0.92, 2.72)  0.18
H (5.23, 0.01, 4.09)  0.47
H (6.65, -0.55, 3.18)  0.48
H (6.85, -2.25, -1.86)  0.56
H (5.63, -1.05, -1.86)  0.36
H (5.11, -2.60, -1.52)  0.17
H (5.47, 0.75, 0.38)  0.21
C (-2.14, -0.55, -3.81)  -1.27
C (-0.67, -0.87, -4.13)  2.09
C (-0.34, 0.10, -5.32)  -0.81
C (1.20, -0.02, -5.71)  -1.07
C (2.15, 0.17, -4.54)  -1.17
C (1.74, -0.70, -3.37)  1.47
N (0.33, -0.66, -3.02)  0.52
O (0.03, -1.30, -1.88)  2.03
C (2.28, -2.15, -3.59)  -0.83
C (2.61, -0.17, -2.11)  -1.80
C (-0.68, -2.27, -4.68)  -1.61
H (-2.58, -1.26, -3.11)  -0.45
H (-2.72, -0.50, -4.73)  0.91
H (-2.30, 0.45, -3.40)  -0.21
H (-0.98, -0.14, -6.16)  0.47
H (-0.59, 1.13, -5.08)  -0.36
H (1.39, 0.85, -6.33)  0.65
H (1.48, -0.91, -6.27)  0.28
H (2.14, 1.21, -4.21)  0.44
H (3.19, -0.06, -4.72)  0.42
H (2.30, -2.51, -4.63)  0.53
H (3.21, -2.47, -3.11)  -0.14
H (1.58, -2.91, -3.25)  -0.03
H (3.70, -0.21, -2.22)  0.27
H (2.46, 0.89, -1.91)  0.22
H (2.37, -0.59, -1.13)  -0.03
H (0.25, -2.65, -5.09)  0.43
H (-1.35, -2.43, -5.53)  0.46
H (-0.99, -2.96, -3.89)  -0.36
H (0.27, -2.19, -2.15)  -1.41